1.
Computed, not measured: Br3Ti2 as an isolated structure at a distorted geometry, with wB97M-V/def2-TZVPD.

XYZ file:
```
5
Properties=species:S:1:pos:R:3:forces:R:3:lowdin_charge:R:1
Br -2.2395 -1.7372 -1.0879 0.85 0.44 -0.02 -0.3538
Br -1.2385 2.2462 -0.3197 0.51 -0.51 -0.15 -0.3090
Br 0.9593 -0.9369 1.7638 0.05 0.19 -0.43 -0.1674
Ti -0.1131 -0.1133 -0.6224 -1.39 -0.09 0.56 -0.1957
Ti 2.6319 0.5412 0.2663 -0.02 -0.02 0.04 0.0259
```
Positions in Å, forces in eV/Å.

For the HOMO-LUMO gap (spin up / spin down), the calculation gives 5.351 / 8.107 eV. The expectation value of S² is 12.01. Its total charge is -1. The spin multiplicity is 7. As for the HOMO energy (spin up / spin down): -2.99 / -5.73 eV.

2.
Computed, not measured: an isolated molecule of C4H8Si at a distorted geometry, with wB97M-V/def2-TZVPD.

XYZ file:
```
13
Properties=species:S:1:pos:R:3:forces:R:3:lowdin_charge:R:1
Si 1.5844 0.7623 0.0041 -1.34 -2.57 -0.70 0.6547
C -0.0053 -0.2419 -0.3620 2.39 -0.18 -2.43 -0.3582
C -1.2393 -0.0314 0.4566 -0.42 0.46 -3.07 -0.2462
C 1.5829 -1.0848 0.0669 -2.71 0.51 -0.16 -0.2205
C -2.4204 0.3788 -0.1427 1.01 -0.78 4.23 -0.0223
H 1.8746 -1.6588 -0.8180 -0.08 0.35 0.20 0.0302
H -3.2212 0.6155 0.6363 0.79 -0.28 -1.62 0.0634
H 1.4616 -1.7449 0.9284 0.21 0.44 -0.03 0.0291
H -1.0380 -0.1371 1.5042 -0.67 0.21 0.58 0.0804
H -0.1549 -0.3742 -1.5099 0.07 0.06 2.19 0.1016
H 2.5060 1.3500 -0.9052 0.44 0.64 -0.78 -0.0765
H 1.3370 1.4282 1.1923 0.12 1.07 1.80 -0.0727
H -2.6257 0.4382 -1.1941 0.19 0.06 -0.20 0.0372
```
Positions in Å, forces in eV/Å.

For the HOMO-LUMO gap, the calculation gives 9.169 eV. As for the SMILES: C=C[C@@H]1C[SiH2]1. As for the HOMO energy: -8.16 eV.

3.
Computed, not measured: a 2-piece molecular cluster, C23H22N3O9 overall at a distorted geometry, with wB97M-V/def2-TZVPD.

XYZ file:
```
57
Properties=species:S:1:pos:R:3:forces:R:3:lowdin_charge:R:1
O -2.3240 -1.2026 -7.9646 0.07 0.01 0.78 0.0807
O 2.5380 3.9751 3.5438 0.02 -0.11 0.67 -0.0566
O 1.9525 1.1757 -0.8800 -0.74 0.01 -0.49 0.0579
O 4.2609 3.0948 7.9992 -0.34 -0.18 0.23 0.0326
O 2.0629 2.2701 2.2072 -0.43 -0.69 0.13 -0.0760
O 0.9115 1.4916 7.6372 0.10 0.25 -0.46 0.0227
O -1.6704 -1.5397 -2.4253 -0.17 -0.10 -0.45 0.0534
O -6.2171 -4.3725 -3.0412 -0.65 -0.71 -0.77 0.0357
O -3.2033 -1.8739 -4.6477 -0.53 -0.37 0.59 0.0543
N 3.7412 2.8062 5.8181 -0.46 -0.86 -0.80 0.1040
N -4.8839 -2.7297 -2.5124 1.26 0.94 -1.22 0.1785
N 2.7302 0.3019 7.2886 1.02 -0.90 -0.61 0.0340
C -5.8376 -3.8116 -7.2227 0.33 0.24 0.23 -0.0608
C -4.7801 -3.0198 -7.6790 -0.17 -0.14 0.28 0.0228
C -3.9507 -2.4045 -6.7414 -1.18 -0.87 0.25 -0.0882
C -2.7970 -1.5699 -6.8917 0.89 0.66 -2.12 -0.3250
C 1.9607 1.3646 7.0101 -0.62 0.95 0.47 -0.4670
C -4.1541 -2.5529 -5.3747 -0.41 -0.31 -0.81 -0.1092
C -5.2176 -3.3392 -4.9033 0.54 0.64 -0.26 -0.0502
C 4.5225 3.2186 6.8101 0.35 0.27 1.03 -0.5750
C 1.3283 1.2373 -3.1615 0.03 0.16 -0.95 -0.0138
C -6.0532 -3.9716 -5.8459 0.55 0.43 -0.17 0.0157
C -0.7230 -0.6063 -2.7323 0.75 0.44 0.84 -0.2274
C 0.5392 0.8064 -4.2277 0.54 0.02 1.16 -0.0288
C -0.4966 -0.1290 -4.0488 -0.68 -0.44 -0.80 -0.1333
C 5.8202 3.8644 6.3883 -0.09 0.07 -0.12 -0.0031
C 2.3278 2.4093 5.9273 0.08 0.20 -0.26 -0.1899
C -2.3359 -1.2820 -5.5383 2.38 1.58 0.07 -0.1362
C 0.0734 -0.1489 -1.6666 0.00 0.20 -0.61 0.0534
C -5.4616 -3.5142 -3.4683 -0.81 -0.85 2.41 -0.4956
C 2.1634 2.7984 3.3405 0.38 0.69 -1.08 -0.7304
C 3.9834 -0.1169 6.6615 -0.28 0.53 0.18 -0.0690
C 1.8241 1.9128 4.5517 0.28 -0.31 0.49 -0.0662
C -1.1913 -0.5329 -5.3029 -1.77 -1.25 1.28 0.1115
C 1.1050 0.7651 -1.8767 0.12 0.02 0.85 -0.3018
H -1.5625 -1.8112 -1.5017 0.07 0.20 -0.30 0.1155
H -0.7168 -0.1775 -6.2136 -0.23 -0.11 0.00 0.1219
H 1.5167 1.3607 -0.0207 0.32 -0.17 -0.21 0.1056
H 4.8120 0.4452 7.0951 0.16 -0.07 -0.11 0.0715
H -4.5951 -2.8863 -8.7423 0.02 0.03 0.20 0.1238
H 0.7577 1.2045 -5.2144 -0.17 -0.16 0.07 0.1149
H 5.5999 4.6779 5.6987 0.17 0.03 -0.14 0.0829
H -4.0783 -2.1719 -2.7973 -0.26 -0.09 0.54 0.0758
H 6.4417 3.1221 5.8931 0.18 0.05 -0.13 0.0771
H -0.0789 -0.5164 -0.6594 -0.13 -0.11 0.02 0.1278
H -6.8788 -4.5899 -5.4988 0.27 0.19 0.15 0.1227
H 3.9533 0.0614 5.5857 0.04 -0.05 0.11 0.0754
H 4.1461 -1.1804 6.8373 -0.12 0.05 0.01 0.0776
H 2.3708 -0.2669 8.0370 -0.08 0.10 0.00 0.1345
H 1.7626 3.3114 6.1641 -0.10 -0.15 0.28 0.1533
H 2.1357 1.9443 -3.3232 -0.13 -0.06 0.05 0.1193
H 6.3262 4.2534 7.2695 -0.04 -0.09 -0.06 0.0766
H 4.0126 3.0906 4.8850 -0.33 0.15 -0.04 0.1246
H 2.2355 0.9191 4.3681 -0.07 -0.09 -0.16 0.1019
H -4.9560 -3.0688 -1.5600 -0.03 0.09 -0.44 0.1170
H 0.7391 1.8090 4.6031 0.01 -0.03 0.04 0.1245
H -6.4912 -4.3045 -7.9360 0.08 0.06 0.14 0.1019
```
Positions in Å, forces in eV/Å.

For the HOMO-LUMO gap, the calculation gives 5.864 eV. Its total charge is -1. As for the HOMO energy: -5.32 eV.

4.
Computed, not measured: an isolated ion of composition C4H9N4 and charge +1 at a distorted geometry, with wB97M-V/def2-TZVPD.

XYZ file:
```
17
Properties=species:S:1:pos:R:3:forces:R:3:lowdin_charge:R:1
N 2.0587 -1.6742 -0.1248 2.27 1.24 1.86 0.1477
N -0.2482 -1.0879 0.0483 0.52 1.68 0.39 0.1876
N 1.0644 0.6366 0.1216 2.11 -3.25 -0.28 -0.1075
N 2.2145 1.3898 -0.1180 0.16 2.32 0.92 0.1280
C -0.1810 1.0850 0.0119 -2.82 -2.54 0.38 -0.0094
C 1.0451 -0.7295 0.1022 0.85 -0.73 -0.69 -0.2626
C -1.0579 0.0317 0.0362 -0.79 1.30 -0.61 -0.1869
C -2.6046 -0.0373 -0.1027 2.05 2.67 2.51 0.0238
H 3.0846 -1.3468 0.1271 -2.95 -0.56 -0.84 0.1675
H -3.0426 0.9771 -0.3938 0.62 -1.47 0.91 0.1271
H -0.5739 -2.0044 0.1343 -0.44 -1.57 -0.06 0.1638
H 2.5811 1.7115 0.8063 -0.13 -0.71 -0.65 0.1289
H -3.0111 -0.5351 0.7895 -0.22 0.70 -0.17 0.0956
H -0.3774 2.0470 0.2148 -0.79 3.37 0.15 0.1089
H 1.9314 -2.5974 0.3481 -0.20 1.17 -0.61 0.1267
H 1.8442 2.3139 -0.4685 0.66 -1.33 -0.18 0.1327
H -2.7505 -0.6615 -0.8728 -0.87 -2.30 -3.03 0.0282
```
Positions in Å, forces in eV/Å.

For the HOMO-LUMO gap, the calculation gives 9.975 eV. Its total charge is +1. As for the SMILES: Cc1cn(N)c(=[NH2+])[nH]1. As for the HOMO energy: -12.94 eV.

no.,electronic energy (Ha)
1,-9421.03098
2,-446.57245
3,-1731.22570
4,-376.56612